# 1
DFT (wB97M-V/def2-TZVPD) results for a cluster of 2 separate species, C2H9N2O in total.

Calculated values
**HOMO-LUMO gap**: 11.6 eV
**Relative energy (zero: lowest compared OMol25 entry of this formula, charge and spin)**: 12.88 kcal per mole
**Highest occupied orbital energy**: -0.554 hartree
**Total charge**: +1

Geometry (Å):
C -1.135 -1.521 0.634
N -0.232 1.629 -0.962
C -0.883 0.516 -0.661
N -0.536 -0.216 0.344
H -1.004 -1.780 1.682
H -0.640 -2.294 0.050
H -2.192 -1.533 0.376
H 0.751 1.752 -0.750
H -0.664 2.272 -1.605
H -1.713 0.190 -1.271
H 0.255 0.073 0.910
H 2.680 -0.404 0.068
H 2.963 0.832 0.922
O 2.349 0.483 0.262

---

# 2
DFT (wB97M-V/def2-TZVPD) results for an isolated molecule of C2H3ClO2S at a distorted geometry.

Calculated values
**HOMO-LUMO gap (alpha / beta)**: 8.2 / 8.2 eV
**Relative energy (zero: lowest compared OMol25 entry of this formula, charge and spin)**: 82.78 kcal per mole
**Highest occupied orbital energy (alpha / beta)**: -0.300 / -0.300 hartree
**Structure (SMILES)**: C=S(=O)=C(O)Cl

Geometry (Å):
C 0.166 0.631 0.835
C -1.591 0.217 -0.471
O -0.625 2.727 -0.483
O -1.111 0.004 -1.677
S -1.105 1.773 0.493
Cl -2.363 -1.094 0.355
H 0.085 0.013 1.704
H 1.046 0.619 0.223
H -0.799 -0.900 -1.847

---

# 3
DFT (wB97M-V/def2-TZVPD) results for a structure of composition C32H38AlN4O3P2 at a distorted geometry.

Calculated values
**HOMO-LUMO gap**: 7.1 eV
**Highest occupied orbital energy**: -0.391 hartree
**Total charge**: +1

Geometry (Å):
Al 0.274 0.035 0.515
O 3.355 4.134 1.314
C 4.038 3.096 1.806
C 5.371 3.321 2.155
C 6.156 2.301 2.642
C 5.618 1.031 2.835
C 4.309 0.786 2.494
C 3.497 1.796 1.957
C 2.141 1.486 1.535
O 1.677 0.240 1.563
N 1.386 2.457 1.107
N 0.167 1.993 0.723
C -0.858 2.776 0.786
C -2.195 2.282 0.737
C -3.269 3.166 0.926
C -4.544 2.696 1.137
C -4.778 1.324 1.151
C -3.743 0.433 0.955
C -2.441 0.889 0.739
O -1.443 0.018 0.571
H 2.420 3.870 1.172
H 5.758 4.316 2.017
H 7.189 2.492 2.888
H 6.228 0.247 3.255
H 3.877 -0.195 2.637
H -0.701 3.822 1.040
H -3.074 4.229 0.925
H -5.355 3.383 1.314
H -5.775 0.951 1.328
H -3.928 -0.629 0.980
C 1.146 -3.617 0.719
P 0.059 -2.393 -0.101
C 0.645 -2.486 -1.835
N 0.629 -3.663 -2.404
C 0.962 -3.762 -3.703
C 0.977 -5.021 -4.334
C 1.335 -5.107 -5.651
C 1.685 -3.957 -6.384
C 1.658 -2.717 -5.806
C 1.302 -2.593 -4.448
N 1.346 -1.397 -3.832
C 1.050 -1.338 -2.559
P 1.411 0.226 -1.708
C 0.902 1.500 -2.911
C 3.299 0.164 -1.745
C 3.706 -0.846 -0.670
C 3.788 1.573 -1.406
C 3.909 -0.272 -3.076
C -1.630 -3.246 -0.216
C -2.255 -3.187 1.180
C -2.461 -2.456 -1.229
C -1.548 -4.703 -0.662
H 1.249 -4.512 0.109
H 0.720 -3.864 1.691
H 2.123 -3.163 0.881
H 0.703 -5.893 -3.762
H 1.367 -6.067 -6.143
H 1.973 -4.066 -7.418
H 1.924 -1.827 -6.353
H 1.196 1.208 -3.919
H 1.339 2.462 -2.644
H -0.184 1.591 -2.860
H 3.364 -0.541 0.313
H 4.789 -0.938 -0.640
H 3.289 -1.830 -0.891
H 3.176 2.033 -0.635
H 3.774 2.215 -2.285
H 4.809 1.530 -1.034
H 3.778 -1.338 -3.246
H 4.981 -0.078 -3.041
H 3.494 0.269 -3.922
H -2.182 -2.190 1.609
H -1.762 -3.885 1.856
H -3.307 -3.467 1.126
H -2.473 -1.396 -0.991
H -3.488 -2.818 -1.233
H -2.057 -2.583 -2.233
H -1.013 -5.320 0.054
H -1.065 -4.796 -1.631
H -2.560 -5.096 -0.751

---

Q: Which formula does entry 2 have?
A: C2H3ClO2S